Molecular formula: C12H22BF6O8Zr
Method: DFT, ωB97M-V/def2-TZVPD

XYZ file:
```
50
Properties=species:S:1:pos:R:3:mulliken_charge:R:1
Zr 0.5535 -2.1131 -0.8410 1.349
B -0.3783 0.6720 -0.6454 0.555
H -0.8217 1.6539 -0.5851 -0.159
H -0.4496 0.1571 0.3001 -0.242
H -0.8687 0.0517 -1.3795 -0.216
H 0.6651 0.6888 -0.9196 -0.320
O -1.3972 -3.6327 -2.5090 -0.679
C -2.6893 -4.1425 -2.2165 -0.444
C -3.4099 -3.3939 -1.0803 -0.374
O -2.5210 -3.1097 0.0414 -0.552
H -2.6312 -5.1806 -1.8894 0.235
H -3.2885 -4.2507 -3.1206 0.279
H -4.2774 -3.9467 -0.7198 0.283
H -3.7553 -2.4439 -1.4880 0.189
O 2.8949 -1.6378 1.2017 -0.639
C 3.2658 -1.5954 2.6084 -0.338
C 1.9784 -1.5650 3.6494 -0.306
O 0.7224 -2.0944 3.2653 -0.546
H 3.8060 -0.6702 2.8090 0.225
H 4.0804 -2.3149 2.6911 0.275
H 1.6537 -0.5637 3.9322 0.133
H 2.2574 -1.9930 4.6122 0.295
C 3.8722 2.3626 -2.6019 -1.018
C 4.4004 1.2178 -3.3088 -0.185
O 3.6775 0.8706 -4.5258 -0.278
C 2.6346 0.0143 -4.4942 0.355
O 2.3080 -0.6654 -3.4420 -0.498
C 2.0098 -0.3960 -5.8076 0.814
F 2.2787 -1.6841 -5.9692 -0.231
F 0.6961 -0.2340 -5.7876 -0.218
F 2.5131 0.3147 -6.8632 -0.249
H 4.0115 2.3036 -1.5225 0.332
H 2.7841 2.3001 -2.6194 0.282
H 4.2189 3.3550 -2.8901 0.281
H 4.4483 0.3589 -2.6394 0.304
H 5.4581 1.3213 -3.5512 0.312
C -1.1040 3.3325 3.7328 -1.041
C -2.1375 2.4672 4.5552 -0.287
O -3.3519 2.4106 3.8863 -0.276
C -3.7577 1.2342 3.4095 0.453
O -3.2318 0.0779 3.5921 -0.541
C -4.9240 1.3279 2.3729 0.821
F -5.5568 2.4978 2.4868 -0.263
F -4.4699 1.3363 1.1065 -0.216
F -5.8179 0.3434 2.5507 -0.236
H -0.0402 3.1491 3.8835 0.346
H -1.2407 4.4137 3.7513 0.294
H -1.2699 3.0837 2.6846 0.291
H -2.1810 2.7911 5.5951 0.346
H -1.6177 1.5199 4.6989 0.303
```

## Properties
- LUMO (eV) = -0.44
- E_tot (a.u.) = -1742.86357
- net charge = -1